(1)
This record from the OMol25 dataset describes the ion C4H12NSi with charge +1. The level of theory is ωB97M-V/def2-TZVPD.

The geometry in ORCA input format:
```
! RIJCOSX wB97M-V def2-TZVPD def2/J DEFGRID3
* xyz 1 1
C 1.64 -0.40 -1.36
N 0.39 0.29 -1.04
C -0.77 0.08 -1.98
C 0.06 -0.10 0.32
C -0.46 0.61 1.30
Si -0.82 -0.11 3.06
H 1.28 -1.44 -1.36
H 2.06 -0.21 -2.34
H 2.26 -0.23 -0.55
H 0.34 1.39 -0.99
H -1.15 0.97 -2.54
H -0.58 -0.73 -2.80
H -1.56 -0.34 -1.44
H 0.30 -1.13 0.43
H -0.40 1.64 1.24
H -2.29 -0.31 2.83
H -0.47 1.19 3.67
H 0.17 -1.17 3.56
*
```

Summary:
* HOMO-LUMO gap: 11.408 eV
* total energy: -503.50023 a.u.
* energy above the lowest of the compared OMol25 structures with the same formula, charge and spin: 47.68 kcal/mol
* SMILES: C[NH+](C)/C=C/[SiH3]
* HOMO level: -14.6131 eV

---

(2)
This record from the OMol25 dataset describes a cluster of 2 separate species, C4H12O in total. The level of theory is ωB97M-V/def2-TZVPD.

The geometry in ORCA input format:
```
! RIJCOSX wB97M-V def2-TZVPD def2/J DEFGRID3
* xyz 0 1
C 0.03 -1.87 1.01
C -0.68 -0.58 1.63
O 0.17 0.32 2.32
H 0.23 -2.88 1.56
H 0.97 -1.51 0.62
H -0.39 -2.14 0.04
H -1.01 0.18 0.84
H -1.50 -1.00 2.25
H -0.17 0.32 3.26
C 0.78 1.18 -1.84
C -0.31 0.99 -2.99
H 1.72 1.54 -2.11
H 0.29 1.78 -0.93
H 1.02 0.21 -1.44
H -0.80 -0.04 -2.46
H -0.83 1.84 -3.17
H 0.15 0.79 -3.94
*
```

Summary:
* HOMO-LUMO gap: 11.151 eV
* total energy: -234.74584 a.u.
* energy above the lowest of the compared OMol25 structures with the same formula, charge and spin: 54.46 kcal/mol
* SMILES: CCO.CC
* HOMO level: -10.2280 eV

---

(3)
This record from the OMol25 dataset describes a cluster of 2 separate species, C4H12O in total. The level of theory is ωB97M-V/def2-TZVPD.

The geometry in ORCA input format:
```
! RIJCOSX wB97M-V def2-TZVPD def2/J DEFGRID3
* xyz 0 1
C -0.83 0.36 -0.87
C -1.37 -0.14 0.47
C -2.84 0.29 0.72
H -1.49 1.11 -1.31
H -0.77 -0.46 -1.59
H 0.17 0.73 -0.70
H -1.38 -1.22 0.56
H -0.81 0.27 1.29
H -3.17 0.10 1.72
H -2.98 1.34 0.47
H -3.49 -0.24 0.02
C 3.21 -0.59 0.16
O 3.24 0.67 -0.49
H 2.22 -1.02 0.07
H 3.53 -0.42 1.18
H 3.87 -1.35 -0.28
H 2.89 0.57 -1.40
*
```

Summary:
* HOMO-LUMO gap: 11.347 eV
* total energy: -234.80504 a.u.
* energy above the lowest of the compared OMol25 structures with the same formula, charge and spin: 17.30 kcal/mol
* SMILES: CCC.CO
* HOMO level: -10.3982 eV

---

(4)
This record from the OMol25 dataset describes a cluster of 2 separate species, C4H12O in total. The level of theory is ωB97M-V/def2-TZVPD.

The geometry in ORCA input format:
```
! RIJCOSX wB97M-V def2-TZVPD def2/J DEFGRID3
* xyz 0 1
C -2.34 1.83 -1.09
C -1.33 0.95 -1.86
O -0.66 0.03 -1.07
H -1.83 2.25 -0.20
H -2.67 2.65 -1.72
H -3.19 1.30 -0.68
H -0.57 1.37 -2.53
H -1.98 0.48 -2.63
H -1.15 -0.33 -0.35
C 1.50 -1.39 0.93
C 2.48 -1.25 2.12
H 2.00 -1.98 0.16
H 1.07 -0.46 0.55
H 0.57 -1.86 1.27
H 3.39 -0.76 1.80
H 1.97 -0.59 2.82
H 2.72 -2.26 2.48
*
```

Summary:
* HOMO-LUMO gap: 11.035 eV
* total energy: -234.79953 a.u.
* energy above the lowest of the compared OMol25 structures with the same formula, charge and spin: 20.76 kcal/mol
* SMILES: CCO.CC
* HOMO level: -10.0493 eV

---

(5)
This record from the OMol25 dataset describes a cluster of 2 separate species, C4H12O in total. The level of theory is ωB97M-V/def2-TZVPD.

The geometry in ORCA input format:
```
! RIJCOSX wB97M-V def2-TZVPD def2/J DEFGRID3
* xyz 1 2
C -0.09 -1.04 -0.61
C 0.61 -2.22 -1.32
C -0.73 -1.31 0.79
H 0.62 -0.24 -0.24
H -1.10 -0.82 -1.16
H -0.09 -2.99 -1.76
H 1.31 -2.95 -0.80
H -0.76 -0.33 1.32
H -1.74 -1.66 0.65
H 1.40 -2.15 -2.06
H -0.06 -1.89 1.39
C 0.42 3.15 0.64
O -0.53 2.18 0.21
H -1.03 1.89 0.97
H -0.09 3.81 1.40
H 0.50 3.81 -0.23
H 1.36 2.78 0.82
*
```

Summary:
* HOMO-LUMO gap (spin up / spin down): 12.735 / 3.980 eV
* total energy: -234.37234 a.u.
* energy above the lowest of the compared OMol25 structures with the same formula, charge and spin: 42.82 kcal/mol
* HOMO level (spin up / spin down): -15.7716 / -14.3383 eV

---

(6)
This record from the OMol25 dataset describes a cluster of 3 separate species, C4H12O2 in total. The level of theory is ωB97M-V/def2-TZVPD.

The geometry in ORCA input format:
```
! RIJCOSX wB97M-V def2-TZVPD def2/J DEFGRID3
* xyz -1 2
C -1.62 -0.83 -0.13
C -1.45 0.69 -0.21
C -0.02 1.06 -0.54
C 0.74 2.11 -0.19
H -2.69 -1.14 0.00
H -1.09 -1.30 -0.95
H -1.14 -1.28 0.75
H -1.77 1.15 0.71
H -2.07 1.04 -1.07
H 0.32 0.54 -1.50
H 1.54 2.45 -0.83
H 0.30 2.84 0.48
H 1.49 -1.75 0.04
H 2.09 -2.26 -1.22
O 1.22 -2.11 -0.83
H 1.23 0.33 1.57
H 1.21 -1.03 2.28
O 1.72 -0.51 1.62
*
```

Summary:
* HOMO-LUMO gap (spin up / spin down): 2.216 / 7.976 eV
* total energy: -309.98188 a.u.
* energy above the lowest of the compared OMol25 structures with the same formula, charge and spin: 29.24 kcal/mol
* HOMO level (spin up / spin down): 1.4993 / -4.2959 eV

---

(7)
This record from the OMol25 dataset describes a cluster of 3 separate species, C4H12O2 in total. The level of theory is ωB97M-V/def2-TZVPD.

The geometry in ORCA input format:
```
! RIJCOSX wB97M-V def2-TZVPD def2/J DEFGRID3
* xyz 0 1
C 0.98 0.28 1.93
C 0.26 -0.56 1.23
C -0.03 -0.62 -0.14
C 0.26 -2.05 -0.65
H 1.44 0.27 2.90
H 1.38 1.15 1.51
H -0.15 -1.32 1.88
H -1.16 -0.44 -0.24
H 0.29 0.16 -0.88
H -0.21 -2.62 0.27
H -0.19 -2.14 -1.67
H 1.25 -2.46 -0.67
O -1.18 2.14 0.92
H -0.45 1.94 0.39
H -1.94 2.15 0.28
O 0.02 1.54 -2.04
H -0.83 1.80 -2.47
H 0.25 0.77 -2.53
*
```

Summary:
* HOMO-LUMO gap: 9.503 eV
* total energy: -309.98683 a.u.
* energy above the lowest of the compared OMol25 structures with the same formula, charge and spin: 54.03 kcal/mol
* SMILES: C=CCC.O.O
* HOMO level: -9.1305 eV

---

(8)
This record from the OMol25 dataset describes a cluster of 3 separate species, C4H12O2 in total. The level of theory is ωB97M-V/def2-TZVPD.

The geometry in ORCA input format:
```
! RIJCOSX wB97M-V def2-TZVPD def2/J DEFGRID3
* xyz 0 1
C -0.41 -0.44 -2.54
C 0.10 -0.11 -1.18
C 1.16 -0.73 -0.65
C 1.99 -0.08 0.46
H -0.23 0.44 -3.16
H -1.50 -0.44 -2.46
H -0.03 -1.37 -2.97
H -0.38 0.42 -0.36
H 1.74 -1.46 -1.22
H 2.45 0.79 -0.02
H 2.79 -0.79 0.66
H 1.51 0.26 1.37
O -1.83 2.00 0.81
H -1.24 1.61 1.45
H -2.17 2.85 1.10
O -0.49 -0.91 2.24
H -1.25 -1.50 2.23
H 0.25 -1.53 2.24
*
```

Summary:
* HOMO-LUMO gap: 9.385 eV
* total energy: -310.02676 a.u.
* energy above the lowest of the compared OMol25 structures with the same formula, charge and spin: 28.97 kcal/mol
* SMILES: C/C=C/C.O.O
* HOMO level: -8.6223 eV

---

(9)
This record from the OMol25 dataset describes a cluster of 2 separate species, C4H12O2 in total. The level of theory is ωB97M-V/def2-TZVPD.

The geometry in ORCA input format:
```
! RIJCOSX wB97M-V def2-TZVPD def2/J DEFGRID3
* xyz 0 1
C -0.22 0.18 -2.56
C 0.67 1.24 -1.93
O 1.90 0.72 -1.55
H -1.14 0.71 -2.86
H -0.48 -0.58 -1.81
H 0.20 -0.32 -3.45
H 0.85 2.18 -2.49
H 0.16 1.50 -0.99
H 2.26 1.26 -0.82
C -0.72 -0.21 2.86
C -0.10 -0.97 1.72
O -1.08 -1.32 0.80
H -1.56 -0.80 3.28
H -1.11 0.76 2.52
H 0.02 -0.04 3.66
H 0.67 -0.33 1.26
H 0.39 -1.91 2.06
H -0.69 -2.06 0.29
*
```

Summary:
* HOMO-LUMO gap: 10.950 eV
* total energy: -310.04386 a.u.
* energy above the lowest of the compared OMol25 structures with the same formula, charge and spin: 18.24 kcal/mol
* SMILES: CCO.CCO
* HOMO level: -10.1352 eV

---

(10)
This record from the OMol25 dataset describes a cluster of 2 separate species, C4H12O2S in total. The level of theory is ωB97M-V/def2-TZVPD.

The geometry in ORCA input format:
```
! RIJCOSX wB97M-V def2-TZVPD def2/J DEFGRID3
* xyz 0 1
O -2.40 1.14 1.07
C -1.77 -0.15 0.97
C -0.30 -0.16 1.31
C 0.71 0.08 0.16
C 2.12 -0.10 0.74
S 3.45 0.44 -0.37
H -1.90 1.78 0.54
H -2.33 -0.76 1.67
H -2.04 -0.50 -0.03
H -0.08 -1.14 1.74
H -0.12 0.70 1.97
H 0.64 1.14 -0.12
H 0.51 -0.48 -0.74
H 2.15 0.51 1.64
H 2.35 -1.12 1.05
H 2.69 0.67 -1.45
O -1.19 -0.51 -3.02
H -1.87 -0.35 -3.68
H -0.62 -1.16 -3.46
*
```

Summary:
* HOMO-LUMO gap: 9.500 eV
* total energy: -708.24248 a.u.
* energy above the lowest of the compared OMol25 structures with the same formula, charge and spin: 10.30 kcal/mol
* SMILES: OCCCCS.O
* HOMO level: -8.9937 eV

---

(11)
This record from the OMol25 dataset describes a cluster of 2 separate species, C4H12O2S2 in total. The level of theory is ωB97M-V/def2-TZVPD.

The geometry in ORCA input format:
```
! RIJCOSX wB97M-V def2-TZVPD def2/J DEFGRID3
* xyz 0 1
C 1.91 -1.34 1.85
S 0.13 -1.19 1.83
S -0.41 -1.85 -0.07
C -0.14 -0.33 -1.13
C -0.85 0.93 -0.65
C -2.39 0.60 -0.47
O -2.91 -0.31 -1.45
H 2.31 -1.09 0.87
H 2.16 -2.38 2.05
H 2.32 -0.62 2.57
H -0.51 -0.57 -2.12
H 0.93 -0.25 -1.14
H -0.32 1.33 0.19
H -0.71 1.65 -1.49
H -3.10 1.42 -0.57
H -2.47 0.15 0.54
H -2.45 -1.14 -1.30
O 2.44 1.56 -0.11
H 1.87 1.00 0.41
H 2.20 2.44 0.20
*
```

Summary:
* HOMO-LUMO gap: 9.615 eV
* total energy: -1106.43750 a.u.
* energy above the lowest of the compared OMol25 structures with the same formula, charge and spin: 2.38 kcal/mol
* SMILES: CSSCCCO.O
* HOMO level: -9.2022 eV

---

(12)
This record from the OMol25 dataset describes a cluster of 3 separate species, C4H12O3 in total. The level of theory is ωB97M-V/def2-TZVPD.

The geometry in ORCA input format:
```
! RIJCOSX wB97M-V def2-TZVPD def2/J DEFGRID3
* xyz 0 1
C 1.42 1.31 -1.17
C 0.84 1.20 0.30
C 2.06 1.37 1.25
C 0.05 -0.02 0.73
O 0.46 -1.17 0.50
H 2.17 2.06 -1.23
H 0.74 1.62 -1.99
H 1.71 0.28 -1.45
H 0.19 2.11 0.59
H 3.00 1.94 0.88
H 2.47 0.35 1.57
H 1.81 1.84 2.17
H -0.98 0.16 1.11
O -4.27 -1.35 0.18
H -4.90 -2.08 -0.13
H -3.34 -1.69 0.25
O -1.53 -2.83 -1.01
H -1.29 -2.28 -1.78
H -0.60 -2.82 -0.78
*
```

Summary:
* HOMO-LUMO gap: 10.751 eV
* total energy: -385.26777 a.u.
* energy above the lowest of the compared OMol25 structures with the same formula, charge and spin: 33.88 kcal/mol
* SMILES: CC(C)C=O.O.O
* HOMO level: -10.3236 eV

---

Number 1: F_max 4.6 eV/Å. Number 2: F_max 6.3 eV/Å. Number 3: F_max 1.8 eV/Å. Number 4: F_max 2.4 eV/Å. Number 5: F_max 4.5 eV/Å. Number 6: F_max 4.2 eV/Å. Number 7: F_max 4.2 eV/Å. Number 8: F_max 2.9 eV/Å. Number 9: F_max 2.0 eV/Å. Number 10: F_max 1.5 eV/Å. Number 11: F_max 2.2 eV/Å. Number 12: F_max 3.7 eV/Å.